Below is a 11-piece molecular cluster, C70H161F12N10O4P4 overall, with properties calculated with the ωB97M-V functional and the def2-TZVPD basis.

```
261
Properties=species:S:1:pos:R:3:forces:R:3:mulliken_charge:R:1
C -12.63874 -3.54052 1.08443 -0.1 -0.8 -1.3 -0.8395
N -11.66539 -2.65964 0.24861 -1.8 0.8 0.0 -0.0349
C -11.37947 -3.29200 -1.12211 0.3 -0.9 1.0 -0.9075
C -12.42593 -1.36163 -0.06053 1.1 1.3 0.2 -1.0251
C -10.45776 -2.30447 1.11315 0.5 -1.5 1.3 -0.5098
C -9.38990 -3.47273 1.37700 0.4 1.5 -2.1 -0.5857
O -8.62127 -3.74519 0.14710 -1.3 -0.3 1.2 -0.5190
H -13.28870 -3.02175 1.78907 0.7 0.7 0.0 0.3562
H -12.14765 -4.38092 1.57500 0.4 0.4 0.0 0.3297
H -13.33313 -4.00358 0.38336 0.1 0.1 -0.2 0.4110
H -12.27713 -3.26119 -1.73965 -0.1 0.0 0.4 0.3814
H -11.09285 -4.31814 -0.89194 -0.1 0.0 -0.3 0.4139
H -10.55201 -2.85640 -1.68215 0.0 0.5 0.6 0.3508
H -12.67005 -0.80560 0.84464 0.0 -0.4 0.2 0.4255
H -13.31082 -1.35567 -0.69696 0.0 -1.2 0.2 0.3675
H -11.72405 -0.72264 -0.59640 0.2 -0.1 0.0 0.4639
H -10.84248 -2.12804 2.11762 -0.5 0.0 0.0 0.3825
H -10.06637 -1.31722 0.86768 0.4 -0.4 -0.8 0.5049
H -9.81427 -4.39291 1.77861 -0.4 -0.1 -0.6 0.2856
H -8.74829 -3.14858 2.19636 0.1 0.4 -0.2 0.4202
H -7.76160 -3.31794 0.14279 0.0 0.2 0.4 0.3282
C -6.56895 2.89808 10.31437 1.4 0.5 -0.9 -0.7796
N -6.07646 2.93716 8.85343 -0.5 -0.4 -1.0 -0.0661
C -5.85358 1.48512 8.40530 1.1 0.4 2.1 -0.9107
C -7.21806 3.48654 7.98221 0.6 -0.4 0.7 -0.9336
C -4.72054 3.75320 8.53642 -0.2 0.7 1.2 -0.4500
C -4.52888 5.16439 9.23319 -2.3 -0.2 -1.2 -0.5431
O -5.52325 6.04131 8.60964 1.1 -0.9 1.0 -0.4923
H -6.47606 3.92731 10.66102 -0.3 -0.2 0.3 0.3445
H -5.87908 2.23248 10.83316 -0.1 0.2 0.2 0.3766
H -7.58846 2.52406 10.40821 0.1 0.1 -0.4 0.3264
H -5.45606 1.37204 7.39669 -0.3 0.3 0.2 0.3528
H -6.65409 0.80080 8.68636 -0.7 0.6 -0.7 0.3730
H -5.14692 1.19171 9.18160 0.8 -0.4 -0.6 0.4440
H -8.03062 2.76877 8.09465 -0.1 0.3 0.2 0.4202
H -6.91661 3.43933 6.93578 0.1 0.4 0.1 0.3966
H -7.43681 4.48322 8.36546 -0.2 -0.1 -0.5 0.3883
H -4.75207 3.77709 7.44713 0.1 0.5 0.1 0.3615
H -3.81799 3.22350 8.84123 -0.5 -0.8 0.1 0.3405
H -3.53877 5.61724 9.18122 0.3 -0.6 -0.8 0.3833
H -4.67733 5.12593 10.31235 -0.4 -0.4 0.1 0.3497
H -5.55780 6.80068 9.19596 -0.3 0.5 -0.2 0.3181
C -0.92276 6.21990 -4.92785 1.1 1.3 -0.3 -0.8694
N 0.03335 7.08316 -4.01793 -1.2 -0.5 -1.6 -0.2497
C -0.00343 6.40659 -2.68924 -0.4 0.9 0.5 -0.8357
C 1.40508 6.99282 -4.66422 -0.1 0.0 0.9 -0.8927
C -0.53032 8.54209 -4.00422 1.1 -0.3 0.5 -0.4064
C 0.24404 9.50769 -3.07778 0.7 -0.3 -1.2 -0.5928
O 0.06546 9.30022 -1.72242 -0.6 -0.3 0.8 -0.4944
H -0.86343 6.61423 -5.94229 0.5 0.0 0.0 0.4065
H -1.98368 6.34069 -4.70885 0.3 -0.3 0.9 0.3761
H -0.48147 5.22384 -4.89268 -0.7 0.0 0.0 0.4118
H 0.23605 5.34470 -2.74523 0.1 0.2 -0.3 0.3625
H -1.03239 6.54271 -2.35635 0.1 -0.3 0.2 0.4157
H 0.62707 6.94261 -1.97984 0.1 -0.1 -0.2 0.3624
H 1.51676 7.58609 -5.57177 -0.5 -0.1 0.0 0.3424
H 1.57849 5.93364 -4.85439 0.1 0.2 -0.1 0.4033
H 2.14653 7.34513 -3.94711 -0.1 0.0 0.0 0.4073
H -1.58958 8.47697 -3.75555 0.1 0.0 -0.1 0.3743
H -0.34541 8.84815 -5.03390 -0.4 0.2 0.0 0.3717
H 0.05052 10.55537 -3.30807 -0.5 -0.2 -0.6 0.5153
H 1.30413 9.38379 -3.29907 0.3 -0.1 -0.3 0.2536
H 0.03724 10.18085 -1.34126 -0.1 -0.1 0.5 0.3382
C -8.68995 8.77641 -5.84428 -0.8 -0.7 -1.0 -0.8944
N -9.47160 7.65276 -6.52739 -1.9 1.2 0.5 -0.1206
C -10.83335 7.62403 -5.74276 0.9 -0.6 -0.1 -1.0001
C -9.75412 8.07438 -8.06164 -0.5 -0.8 1.6 -0.8082
C -8.72769 6.30526 -6.49268 -1.4 0.5 -0.3 -0.6375
C -8.55268 5.59916 -5.12569 -0.4 0.8 -1.1 -0.4875
O -7.62049 6.32758 -4.40623 0.7 0.2 0.6 -0.5102
H -8.84918 8.63720 -4.77500 0.6 0.2 -0.2 0.3681
H -9.18619 9.67894 -6.20107 0.3 0.2 0.3 0.4588
H -7.66401 8.69737 -6.20387 0.0 0.3 0.4 0.3370
H -10.71004 7.63783 -4.65985 0.8 -0.1 0.0 0.4352
H -11.30306 6.65902 -5.93307 -0.4 0.4 -0.5 0.4029
H -11.40822 8.53530 -5.90776 -0.1 -0.3 -0.8 0.3986
H -8.83071 8.43155 -8.51754 -0.1 -0.3 0.1 0.3700
H -10.54985 8.81504 -8.14132 0.4 0.5 0.8 0.3618
H -10.26340 7.25245 -8.56480 0.8 -0.5 0.0 0.3986
H -7.85082 6.63146 -7.05196 0.5 -1.0 0.3 0.4773
H -9.37612 5.67834 -7.10473 0.3 -0.2 -0.2 0.3637
H -8.24385 4.56397 -5.27097 0.2 -0.1 -0.5 0.4035
H -9.49905 5.53708 -4.58845 -0.3 0.1 -0.1 0.3551
H -7.49000 5.85807 -3.57911 0.2 0.2 0.4 0.3281
C -4.43264 -1.78163 -8.35761 1.1 0.2 -0.1 -1.1565
C -5.90620 -2.00033 -8.36726 0.0 0.8 0.1 -0.3839
N -6.18039 -3.36743 -7.92032 -2.1 -3.3 0.0 0.2144
C -5.87371 -3.91853 -6.67133 -1.1 -1.4 -0.4 -0.2516
C -6.49989 -5.19671 -6.55375 0.9 2.8 -1.6 -0.5179
N -7.10752 -5.46208 -7.80213 1.0 4.2 2.1 0.1400
C -6.94345 -4.30350 -8.55196 0.1 -1.1 0.8 -0.1387
C -8.02763 -6.55558 -8.11903 0.9 0.4 -0.9 -0.7073
H -3.99978 -1.86779 -7.36096 -0.1 0.1 0.1 0.3444
H -4.20123 -0.78967 -8.74563 0.0 0.0 0.1 0.3686
H -3.91050 -2.50992 -8.97814 -0.1 0.0 -0.1 0.3358
H -6.31569 -1.72202 -9.33832 -0.1 -1.0 -0.2 0.3605
H -6.40995 -1.28355 -7.71875 0.0 -0.3 0.5 0.2949
H -5.23219 -3.31609 -6.04531 -0.3 -0.4 0.4 0.4025
H -6.68188 -5.78137 -5.66411 0.4 -0.2 -0.3 0.4073
H -7.40381 -4.20768 -9.52422 0.2 0.2 0.0 0.3614
H -7.34795 -7.32442 -8.48649 -0.7 -0.3 -0.5 0.3287
H -8.64295 -6.04190 -8.85769 -0.4 -1.2 -0.3 0.2565
H -8.61635 -6.97309 -7.30222 0.2 0.6 0.2 0.3412
C 6.58840 -4.29240 7.75318 -0.1 0.8 -0.2 -1.1250
C 7.25760 -4.00757 6.37271 0.1 -0.8 1.1 -0.2151
N 6.40592 -3.28607 5.44696 -4.4 0.3 -2.2 0.1705
C 6.69269 -2.11197 4.76450 -2.8 -0.3 -0.3 -0.2270
C 5.50789 -1.73962 4.10588 1.7 0.1 0.1 -0.3648
N 4.52280 -2.67993 4.26567 3.9 -1.3 2.5 0.1087
C 5.05716 -3.65379 5.10118 2.5 2.4 0.0 -0.3074
C 3.15783 -2.60714 3.86379 -1.2 -0.6 0.4 -0.7664
H 6.39265 -3.37665 8.31102 0.1 0.2 -0.2 0.3336
H 7.20432 -4.89218 8.42325 0.2 -0.1 -0.4 0.3692
H 5.61263 -4.77217 7.67697 0.1 -0.3 -0.3 0.3321
H 7.52476 -4.96197 5.91901 0.2 0.1 -0.1 0.2443
H 8.14009 -3.37201 6.44597 0.1 -0.3 0.3 0.2952
H 7.61479 -1.55043 4.79283 0.0 -0.3 0.2 0.4280
H 5.36979 -0.83521 3.53197 -0.2 -0.2 0.0 0.4085
H 4.52348 -4.46256 5.57814 0.0 0.0 -0.3 0.3406
H 2.57570 -2.31456 4.73765 -0.2 0.2 -0.2 0.3553
H 2.87695 -3.63634 3.64029 -0.4 0.3 -0.4 0.3259
H 2.98712 -1.91489 3.03933 0.2 -0.2 0.1 0.2939
C 3.16325 -2.80798 -3.23982 -0.7 0.2 -1.1 -1.0118
C 4.24482 -3.34889 -4.21423 -2.3 -1.3 0.6 -0.6492
N 5.52054 -3.21270 -3.63328 3.2 -0.4 0.9 0.2126
C 6.42418 -2.24626 -3.96485 0.4 1.0 0.5 -0.2704
C 7.56693 -2.40187 -3.21533 -1.3 -0.5 -0.7 -0.4574
N 7.39029 -3.57454 -2.50316 -2.4 0.0 -0.7 0.1089
C 6.10829 -4.04135 -2.74578 1.9 0.9 -0.3 -0.1128
C 8.45317 -4.17359 -1.70815 0.1 -0.2 0.2 -0.8551
H 3.23175 -3.13172 -2.20126 0.5 -0.1 -0.2 0.3321
H 2.18778 -3.15380 -3.58181 0.0 -0.1 -0.1 0.3631
H 3.07488 -1.72194 -3.26819 0.3 0.0 0.1 0.3183
H 4.21244 -2.99952 -5.24622 0.1 0.7 0.3 0.4094
H 4.10589 -4.42090 -4.35418 -0.2 -0.1 0.2 0.3255
H 6.13259 -1.48462 -4.67286 0.2 0.0 0.1 0.4229
H 8.42844 -1.75436 -3.14510 0.1 -0.4 0.0 0.4492
H 5.70221 -4.96771 -2.36715 0.0 0.2 0.0 0.3914
H 8.21470 -5.18317 -1.37350 -0.3 0.2 -0.1 0.3214
H 8.61403 -3.52361 -0.84806 0.3 -0.2 -0.1 0.3354
H 9.32426 -4.25356 -2.35847 0.1 0.2 0.3 0.3663
C 5.48980 -17.87272 -0.42167 1.0 0.8 -0.6 -1.3474
C 5.03914 -16.41278 -0.50857 -0.4 -0.9 0.0 -0.4362
C 4.55286 -16.07807 -1.90750 -0.7 0.3 -0.7 -0.6568
C 4.07090 -14.62896 -1.91460 0.5 0.4 0.6 -1.1382
P 3.91972 -13.69592 -3.43144 -1.3 -0.9 -0.1 1.1909
C 3.37323 -11.95733 -2.99899 1.3 -0.3 -0.8 -0.8848
C 2.10278 -11.70709 -2.23078 -1.5 -1.4 -0.3 -0.8911
C 1.73902 -10.28919 -1.82441 -0.5 -0.2 1.5 -0.4598
C 0.30592 -10.22288 -1.12892 1.3 -0.1 -1.4 -1.2795
C 5.44997 -13.71157 -4.44195 -1.0 0.3 -0.5 -1.0307
C 6.60871 -12.85057 -4.03256 -0.1 1.0 1.2 -1.1977
C 6.39186 -11.30743 -4.25895 1.3 -1.5 0.3 0.1079
C 7.75109 -10.64729 -4.21197 0.7 1.4 -0.1 -1.5631
C 2.54475 -14.51555 -4.46513 1.2 1.7 -0.9 -1.3145
C 3.01754 -15.65994 -5.44299 -1.3 -0.2 2.0 -0.6872
C 1.89659 -16.26571 -6.30064 0.6 0.8 -0.8 -0.2760
C 2.49418 -17.30369 -7.19310 0.8 -1.2 -0.7 -1.4469
H 6.01332 -18.07395 0.51296 -0.5 -0.3 0.1 0.3774
H 6.26070 -17.94148 -1.18918 0.1 -0.5 -0.1 0.3332
H 4.70404 -18.58171 -0.68247 0.0 0.0 0.4 0.3550
H 5.84445 -15.72625 -0.24732 0.1 -0.1 0.2 0.4097
H 4.21878 -16.27408 0.19562 -0.1 0.3 0.1 0.3049
H 3.75567 -16.74538 -2.23503 -0.1 -0.1 0.1 0.3491
H 5.31885 -16.14852 -2.67975 0.4 -0.3 0.2 0.4358
H 4.83090 -14.14450 -1.30159 0.0 0.7 0.0 0.5347
H 3.13672 -14.45303 -1.38126 -0.2 -0.3 0.1 0.5545
H 3.46630 -11.57490 -4.01544 -0.5 0.8 -0.1 0.5970
H 4.13949 -11.43640 -2.42490 0.5 -0.4 -0.1 0.3026
H 2.10657 -12.44736 -1.43072 0.0 0.5 0.7 0.2750
H 1.20908 -12.03925 -2.75905 0.1 -0.2 -0.7 0.4368
H 1.84670 -9.64672 -2.69833 -0.3 0.2 0.0 0.3861
H 2.38123 -9.90635 -1.03127 0.6 0.0 -0.2 0.3268
H -0.44732 -10.64675 -1.79305 -0.1 0.2 0.0 0.3595
H 0.10872 -9.16760 -0.94026 -0.3 -0.2 0.2 0.3809
H 0.29428 -10.80554 -0.20780 0.1 0.2 0.0 0.3355
H 5.06878 -13.31767 -5.38410 0.0 -0.2 -0.4 0.6309
H 5.76247 -14.73995 -4.62328 -0.3 -0.1 0.2 0.5681
H 7.53723 -13.24305 -4.44720 -0.1 0.3 -0.5 0.5213
H 6.76683 -12.99257 -2.96347 0.1 0.1 0.3 0.3900
H 5.82317 -10.90050 -3.42283 -0.3 0.0 -0.3 0.0279
H 5.89139 -11.13407 -5.21162 -0.1 0.1 0.0 0.3873
H 7.66658 -9.56391 -4.29713 -0.3 0.2 -0.1 0.3762
H 8.46183 -10.88155 -5.00448 -0.3 -0.6 -0.1 0.4078
H 8.28837 -10.76292 -3.27067 -0.2 -0.5 0.1 0.3569
H 2.19143 -13.70596 -5.10373 0.2 0.4 -0.3 0.5554
H 1.66033 -14.59506 -3.83300 0.2 -1.0 0.3 0.6269
H 3.39205 -16.42625 -4.76430 0.3 -0.4 -0.3 0.3109
H 3.82265 -15.33972 -6.10431 -0.1 0.2 0.2 0.3361
H 1.57380 -15.53398 -7.04123 -0.5 0.6 0.5 0.2741
H 1.01868 -16.68301 -5.80747 0.2 0.3 0.5 0.3774
H 3.38190 -16.97204 -7.73167 0.0 0.5 0.0 0.3699
H 1.79644 -17.58147 -7.98309 -0.1 -0.4 0.2 0.3867
H 2.86563 -18.17485 -6.65347 -0.4 -0.3 0.0 0.3530
C 6.64741 13.07147 8.97908 -2.1 0.2 -0.2 -1.0416
C 6.18389 13.67571 7.64771 0.1 0.0 0.9 -0.8215
C 6.68249 12.78698 6.54583 0.4 0.9 -0.7 -0.4261
C 5.76824 11.66781 6.18508 -1.1 -0.4 -0.4 -0.9788
P 6.32577 10.60236 4.86101 1.5 1.1 0.7 0.8716
C 7.79170 9.68802 5.39340 -0.5 -0.8 -0.1 -0.8716
C 7.59689 8.81263 6.62784 -0.6 -1.0 0.7 -0.7004
C 7.99925 9.37537 7.99244 1.6 1.0 -0.9 -0.2220
C 9.55904 9.76807 7.99796 -1.7 -0.6 0.2 -1.3068
C 4.91359 9.60375 4.42394 0.7 -1.1 0.4 -0.6193
C 3.91229 9.22823 5.53943 -0.8 2.0 0.1 -0.5564
C 2.98771 8.12928 5.12993 -1.6 1.3 0.6 -0.6556
C 3.60812 6.84578 5.08265 1.3 -2.6 -1.1 -1.2199
C 6.90131 11.65864 3.45907 -1.3 -0.8 -0.5 -1.1729
C 7.24048 10.90201 2.11189 1.1 0.4 0.3 -0.5216
C 7.75092 11.77912 0.94903 -0.4 0.0 -1.1 -0.7909
C 9.13201 12.36464 1.10303 -0.5 0.7 0.5 -1.1615
H 5.99532 13.45411 9.76423 0.8 0.6 0.5 0.3913
H 7.72264 13.14351 9.14277 -0.3 -0.1 0.2 0.3063
H 6.23985 12.06085 8.95396 0.8 -0.6 0.1 0.2179
H 6.52412 14.70209 7.51027 0.2 -0.1 0.0 0.3883
H 5.09679 13.71844 7.58075 -0.2 0.0 0.3 0.3523
H 7.64437 12.37719 6.85398 0.4 0.2 -0.4 0.1583
H 6.73160 13.45742 5.68781 0.7 -0.3 -0.4 0.3138
H 4.82629 12.03849 5.78081 -0.3 0.4 0.0 0.6325
H 5.44546 11.05992 7.03029 0.3 -0.2 0.1 0.5149
H 8.67482 10.31740 5.50329 -0.2 0.2 -0.3 0.5561
H 7.90268 9.01778 4.54102 0.6 0.0 -0.2 0.4585
H 8.06959 7.83925 6.49677 0.6 0.1 -0.2 0.5779
H 6.56202 8.47701 6.69505 -0.5 0.2 0.0 0.0718
H 7.71292 8.66909 8.77172 0.3 0.0 0.0 0.4689
H 7.42933 10.28788 8.16741 0.0 0.1 0.2 -0.1384
H 9.86318 9.98665 9.02159 0.2 0.0 -0.2 0.3995
H 9.76599 10.63250 7.36706 -0.2 0.2 0.2 0.3366
H 10.15637 8.95764 7.58023 0.0 -0.2 0.3 0.3625
H 5.34032 8.64185 4.13976 0.2 0.0 -0.7 0.2514
H 4.57163 10.12559 3.53016 -0.8 -0.3 0.0 0.5899
H 3.22910 10.05681 5.72603 0.3 0.5 0.1 0.2975
H 4.38348 9.05398 6.50676 0.3 -0.3 -0.2 0.4231
H 2.58039 8.36982 4.14793 -0.2 0.1 -0.1 0.2831
H 2.14025 8.03765 5.80928 -0.2 0.6 0.1 0.4021
H 4.41171 6.97427 4.35752 0.4 -1.0 0.0 0.3391
H 2.88799 6.12586 4.69377 0.2 -0.3 -0.1 0.3723
H 4.00832 6.43738 6.01063 0.0 0.3 0.1 0.2874
H 7.66752 12.27415 3.93041 0.3 0.0 -0.5 0.6746
H 6.02820 12.28352 3.27116 0.0 0.5 0.0 0.5218
H 6.38309 10.36585 1.70506 -0.1 -0.2 0.5 0.3158
H 8.05669 10.22864 2.37358 -0.1 -0.5 -0.2 0.2974
H 6.96698 12.48736 0.68080 0.1 0.8 0.6 0.4128
H 7.79247 11.33496 -0.04551 -0.3 -1.5 0.3 0.4056
H 9.89297 11.60492 1.28152 -0.1 0.0 0.4 0.2872
H 9.00836 13.08434 1.91226 1.0 0.1 0.1 0.2815
H 9.47278 12.87739 0.20355 -0.3 0.2 0.1 0.3837
P -4.27252 0.51712 -0.38949 1.2 0.0 0.6 1.1661
F -4.54193 2.10765 -0.21026 -1.1 -0.3 -0.4 -0.3478
F -2.90668 0.79679 0.49172 0.0 -0.3 -0.2 -0.3852
F -5.08572 0.19822 0.95936 -0.1 -0.2 -0.2 -0.3402
F -3.74156 -1.04182 -0.51119 -0.7 0.2 0.0 -0.3709
F -5.58200 0.17687 -1.29394 -0.2 0.2 0.7 -0.3616
F -3.54179 0.84428 -1.77241 1.0 0.2 -0.6 -0.3610
P -10.82113 5.76466 1.93778 -0.5 1.6 -2.1 1.1482
F -12.05980 6.81590 2.04616 -0.3 -0.2 2.4 -0.3455
F -11.49626 4.64801 2.91175 0.8 0.6 -0.6 -0.3443
F -11.67067 5.24035 0.64642 0.2 -2.2 -0.1 -0.3709
F -9.49085 4.84689 1.51095 -1.3 -0.2 0.9 -0.3708
F -10.27371 6.87089 0.88801 1.9 0.8 -0.1 -0.3703
F -9.97804 6.41343 3.16830 -0.6 -0.5 -0.4 -0.3467
```
Positions in Å, forces in eV/Å.

As for the HOMO-LUMO gap: 0.2316 Ha. The value obtained for the total energy is -167998.330 eV. Its net charge is +7.